Here is a gas-phase ion, C25H33N3O3PS (charge +1) from OMol25. Energies are from wB97M-V/def2-TZVPD.

```
66
Properties=species:S:1:pos:R:3:forces:R:3:lowdin_charge:R:1
C -0.208383 -2.075010 6.446976 -0.4 1.1 -0.5 -0.124
C -0.395343 -1.323227 5.035980 0.2 0.6 -0.2 -0.258
C 0.708167 -1.770767 3.912352 -1.0 -0.3 1.0 -0.166
C 0.100708 -3.037818 3.134455 -0.3 0.0 2.4 -0.177
O 0.768296 -3.374349 1.884749 -0.6 2.7 -1.5 -0.107
C 0.755096 -2.300917 0.959314 0.5 2.3 -2.0 -0.119
C 2.173268 -1.878367 0.374868 -2.0 2.1 -1.8 -0.228
P 3.801973 -2.748686 0.892733 0.6 1.8 -0.2 0.386
S 5.383216 -1.648663 0.449167 -0.6 -0.3 0.0 0.078
C 2.360088 -0.710640 -0.644728 -3.0 -1.3 1.5 0.001
C 1.111745 0.105458 -1.105883 -0.4 -0.6 0.4 -0.009
C 1.275519 1.288911 -2.149401 -2.0 -0.9 1.1 0.026
C 2.743464 1.642378 -2.682588 -0.3 0.3 0.4 -0.162
O 3.228020 0.536581 -3.493810 0.8 1.6 1.1 -0.224
C 4.696297 0.607578 -3.544142 0.6 -1.1 -0.2 -0.089
N 0.105418 2.006710 -2.581592 0.2 -1.7 1.7 0.001
C 0.137477 3.128519 -3.582741 -0.4 1.3 -2.5 -0.238
C -0.573273 2.847173 -4.929199 1.6 3.6 0.6 0.030
C -0.589910 4.026557 -5.970291 1.8 0.4 4.1 -0.002
C 0.109432 5.368839 -5.529213 -0.6 -4.0 2.1 -0.009
C 0.757030 5.380682 -4.117774 -1.1 -0.9 -1.5 -0.091
N 0.787755 4.324340 -3.154866 -2.2 -0.8 -4.3 0.079
C -1.244751 1.702550 -2.059005 0.5 -3.1 2.2 0.058
C -1.518116 0.572424 -1.038812 2.3 1.5 -2.4 -0.144
N -2.910999 0.378601 -0.592963 2.4 2.3 3.1 0.098
C -3.046444 1.041582 0.569018 -0.3 -0.5 -0.6 -0.272
C -1.917318 2.029584 1.174597 -0.4 -0.1 0.9 -0.044
C -4.367486 0.864828 1.498039 1.0 1.2 -0.3 -0.034
C -0.299839 -0.319410 -0.524554 0.2 0.5 -0.7 0.051
C -0.494364 -1.516687 0.476266 2.5 0.2 -0.6 -0.094
O -1.799556 -1.862015 0.923054 2.5 -0.1 -1.3 -0.159
C -2.308742 -3.049849 0.231590 -1.8 -1.2 -0.1 -0.203
C -3.563036 -3.572679 1.130663 0.1 1.2 -0.5 -0.070
H 0.513071 -1.449427 7.097322 -1.0 -1.4 -1.0 0.086
H 0.179030 -3.127211 6.225035 -0.6 1.4 0.7 0.073
H -1.230369 -2.080574 6.987937 1.8 -0.3 -0.8 0.083
H -1.477095 -1.481195 4.666914 1.7 0.1 0.3 0.102
H -0.279085 -0.173915 5.142645 -0.2 -1.9 0.1 0.109
H 0.878836 -0.842876 3.269125 0.0 -1.6 0.6 0.107
H 1.657310 -2.090576 4.495784 -1.4 0.7 -1.2 0.125
H 0.254868 -3.950818 3.832187 -0.2 1.4 -1.4 0.148
H -1.031508 -2.898021 3.053842 1.6 -0.2 -0.5 0.109
H 3.743846 -2.875573 2.331971 -0.5 -0.5 -1.0 -0.007
H 3.993283 -3.995323 0.217170 -0.9 0.2 0.7 -0.010
H 3.379133 -0.410526 -1.083373 -1.7 -0.9 1.1 0.055
H 2.778073 2.647848 -3.255507 -0.3 -1.7 0.9 0.133
H 3.408473 1.788961 -1.741328 -1.1 -0.3 -1.4 0.148
H 5.077388 1.593075 -3.990400 -0.7 -1.3 0.7 0.107
H 5.152919 0.395350 -2.498168 -0.8 0.6 -1.6 0.095
H 5.034524 -0.270822 -4.217567 -0.7 1.6 1.0 0.115
H -1.077441 1.835150 -5.144777 1.0 1.8 0.4 0.117
H -1.127558 3.882859 -6.963012 0.9 0.3 1.5 0.102
H 0.112611 6.283853 -6.213027 0.1 -1.5 1.2 0.103
H 1.261127 6.371576 -3.802717 -0.9 -2.0 -0.4 0.118
H -2.151912 2.306745 -2.438641 2.0 -1.0 0.6 0.152
H -0.956617 1.459330 1.485793 -1.6 0.9 -0.8 0.094
H -2.311048 2.494754 2.159964 0.5 -0.7 -1.8 0.086
H -1.647443 2.888943 0.450817 -0.4 -1.6 1.1 0.095
H -5.338909 0.918949 0.901741 1.5 -0.5 0.7 0.089
H -4.387162 1.764090 2.227533 0.0 -1.6 -1.2 0.081
H -4.237764 -0.088649 2.117250 -0.3 1.2 -1.1 0.087
H -2.756669 -2.761153 -0.796665 1.1 -0.3 1.6 0.133
H -1.504779 -3.864188 0.093714 -1.1 1.4 0.4 0.135
H -3.979989 -4.567130 0.753495 0.9 1.3 0.7 0.087
H -3.286972 -3.573639 2.246737 -0.4 -0.3 -1.8 0.078
H -4.407584 -2.794079 0.995945 1.3 -1.2 0.3 0.081
```
Positions in Å, forces in eV/Å.

Results
Energy above the lowest of the compared OMol25 structures with the same formula, charge and spin ... 189.5 kcal/mol
Total charge ... +1
Total energy ... -57177.6225 eV
Max |F| ... 4.93 eV/Å
Structure (SMILES) ... CCCCOc1c([PH2]=S)cc2c(COC)[n+](-c3ccccn3)cc(N=C(C)C)c2c1OCC